{"formula": "C25H79O32P7", "method": "wB97M-V/def2-TZVPD", "gap_ev": 10.218, "e_tot_ev": -157756.4880, "smiles": "COP(=O)(OC)OC.COP(=O)(OC)OC.COP(=O)(OC)OC.COP(=O)(OC)OC.COP(=O)(OC)OC.COP(=O)(OC)OC.COP(=O)(OC)OC.CO.CO.CO.CO", "homo_energy_ev": -10.1, "symbols": ["C", "O", "P", "O", "O", "C", "O", "C", "H", "H", "H", "H", "H", "H", "H", "H", "H", "C", "O", "P", "O", "O", "C", "O", "C", "H", "H", "H", "H", "H", "H", "H", "H", "H", "C", "O", "P", "O", "O", "C", "O", "C", "H", "H", "H", "H", "H", "H", "H", "H", "H", "C", "O", "P", "O", "O", "C", "O", "C", "H", "H", "H", "H", "H", "H", "H", "H", "H", "C", "O", "P", "O", "O", "C", "O", "C", "H", "H", "H", "H", "H", "H", "H", "H", "H", "C", "O", "P", "O", "O", "C", "O", "C", "H", "H", "H", "H", "H", "H", "H", "H", "H", "C", "O", "P", "O", "O", "C", "O", "C", "H", "H", "H", "H", "H", "H", "H", "H", "H", "C", "O", "H", "H", "H", "H", "C", "O", "H", "H", "H", "H", "C", "O", "H", "H", "H", "H", "C", "O", "H", "H", "H", "H"], "positions_angstrom": [[-24.644516, 7.287244, -5.351627], [-24.668716, 5.968221, -5.910043], [-24.963057, 5.769213, -7.526283], [-24.070275, 6.576149, -8.317696], [-24.780855, 4.168338, -7.654490], [-25.890678, 3.325483, -7.989905], [-26.538459, 6.068722, -7.585897], [-26.931670, 7.350135, -8.027548], [-24.350850, 7.993353, -6.128331], [-23.933925, 7.236184, -4.526655], [-25.549947, 7.677733, -4.887049], [-25.561112, 2.607079, -8.740506], [-26.767577, 3.797228, -8.433286], [-26.261058, 2.739547, -7.148722], [-27.457665, 7.961060, -7.293923], [-27.592444, 7.334570, -8.894296], [-26.095528, 8.020266, -8.227273], [-23.317700, 0.559874, 5.045962], [-22.909794, 0.931914, 3.684619], [-23.169615, -0.117916, 2.457283], [-22.836654, 0.400120, 1.133296], [-24.687930, -0.545209, 2.566887], [-25.812373, 0.245469, 2.037900], [-22.321966, -1.473494, 2.897635], [-21.040241, -1.737060, 2.336014], [-24.152993, 1.200834, 5.328026], [-22.521811, 0.675468, 5.781692], [-23.578841, -0.488936, 4.904884], [-26.539727, 0.337313, 2.844507], [-26.254009, -0.460353, 1.334431], [-25.448153, 1.181076, 1.613543], [-20.197736, -1.411740, 2.946291], [-21.042661, -1.121372, 1.436554], [-21.051107, -2.802945, 2.108273], [-19.809398, 6.879513, -1.223590], [-18.826993, 6.847637, -0.228833], [-18.527758, 5.656996, 0.773465], [-17.494248, 5.961132, 1.726089], [-18.152091, 4.475885, -0.311265], [-17.917979, 3.152274, 0.167665], [-19.958957, 5.203158, 1.476961], [-19.868108, 4.540512, 2.719273], [-19.284118, 6.673190, -2.156123], [-20.385276, 7.804880, -1.210757], [-20.493577, 6.058412, -1.009612], [-18.785517, 2.576289, 0.489724], [-17.122765, 3.179543, 0.912649], [-17.453565, 2.741501, -0.728817], [-19.563021, 3.509014, 2.543144], [-20.807508, 4.545362, 3.272081], [-19.138382, 4.898913, 3.445322], [-21.486462, 2.786843, -4.596151], [-20.878864, 3.109402, -5.882144], [-19.605814, 2.345962, -6.534076], [-18.696883, 1.610653, -5.568366], [-18.871838, 3.374804, -7.491505], [-17.919202, 4.325238, -6.934220], [-20.223719, 1.383441, -7.749516], [-20.678640, 0.048046, -7.457127], [-21.844141, 3.588975, -3.950590], [-20.709537, 2.174475, -4.138437], [-22.413557, 2.226522, -4.717118], [-17.202534, 3.890768, -6.237297], [-18.424931, 4.946595, -6.195132], [-17.457169, 4.884002, -7.748100], [-20.338417, -0.625075, -8.244060], [-21.766791, 0.071807, -7.398226], [-20.388088, -0.283918, -6.460394], [-16.196465, 10.607879, -3.265641], [-16.190085, 11.031672, -4.598209], [-17.549055, 11.658561, -5.327649], [-18.479591, 12.376439, -4.367430], [-16.976428, 12.626860, -6.545650], [-16.869847, 14.017754, -6.382661], [-18.236404, 10.365773, -6.087323], [-19.617090, 10.374031, -6.499080], [-17.206418, 10.726290, -2.873125], [-15.548779, 11.333617, -2.773788], [-15.780768, 9.625797, -3.040266], [-17.443467, 14.370666, -5.525624], [-17.205069, 14.574219, -7.257917], [-15.815051, 14.265659, -6.264168], [-19.638712, 10.545801, -7.575245], [-20.388207, 11.007273, -6.060350], [-19.892829, 9.343058, -6.277349], [-18.258076, -8.070741, -1.168407], [-18.491170, -6.695978, -1.243492], [-17.999160, -6.018600, -2.600211], [-18.863427, -6.437505, -3.801241], [-17.931056, -4.415121, -2.210596], [-17.443739, -3.485737, -3.196362], [-16.461781, -6.598858, -2.657170], [-15.655250, -6.478267, -3.819409], [-17.802432, -8.637170, -1.980595], [-19.162374, -8.662672, -1.027080], [-17.722766, -8.264273, -0.238839], [-16.764093, -2.786079, -2.709892], [-18.330464, -2.927676, -3.497000], [-17.000704, -3.863576, -4.117805], [-14.829720, -7.180268, -3.701984], [-15.121198, -5.531847, -3.904090], [-16.279360, -6.583246, -4.706861], [-14.343710, -3.982899, 3.607780], [-14.914258, -2.744452, 4.042144], [-14.554753, -1.410717, 3.237222], [-15.317792, -1.286746, 1.969477], [-14.766302, -0.199523, 4.244276], [-14.032208, 1.000581, 4.071276], [-12.909148, -1.546007, 3.001169], [-12.021476, -1.482209, 4.056529], [-13.744990, -4.046924, 2.699202], [-15.143951, -4.674859, 3.345286], [-13.738447, -4.449239, 4.385128], [-13.565169, 1.303245, 5.008492], [-14.694650, 1.757440, 3.651260], [-13.139846, 0.986842, 3.445482], [-12.478463, -1.284541, 5.026165], [-11.311367, -0.655542, 4.035088], [-11.408312, -2.380656, 4.126534], [-17.095037, 3.047151, 7.844786], [-17.197662, 4.350536, 8.215229], [-16.028247, 2.846652, 7.745458], [-17.536911, 2.371010, 8.576685], [-17.618101, 2.949523, 6.893496], [-16.818809, 4.949192, 7.567392], [-13.764678, 4.814948, -1.777529], [-12.449210, 5.239732, -2.189912], [-14.071053, 3.926333, -2.329443], [-13.828121, 4.645074, -0.702727], [-14.509502, 5.569682, -2.029965], [-12.498724, 5.458460, -3.123358], [-24.938222, 11.464952, -0.798222], [-24.992056, 12.688423, -0.100636], [-23.894514, 11.176560, -0.673325], [-25.391836, 10.600758, -0.312932], [-25.213847, 11.521109, -1.851300], [-24.608140, 12.598254, 0.774619], [-14.850882, 8.510218, 4.916568], [-15.739903, 7.585270, 5.439638], [-14.589391, 9.285853, 5.636375], [-13.912526, 8.022615, 4.652312], [-15.294339, 8.903279, 4.001722], [-15.854058, 6.975601, 4.706928]], "atomic_forces_ev_per_a": [[0.6, 0.0, -0.1], [-0.8, -0.5, -1.1], [0.0, -1.3, 3.4], [0.4, 0.7, -1.1], [-1.2, 1.6, 0.0], [-0.4, -1.0, -0.5], [0.4, -0.3, -0.4], [-0.3, 1.9, -0.3], [0.3, 0.1, 0.2], [0.3, 0.2, -0.3], [-0.6, -0.7, -0.3], [0.3, 0.1, 0.1], [0.3, 0.6, 0.2], [0.3, 0.3, 0.4], [-0.3, -0.8, 0.7], [0.2, -0.5, -0.1], [0.4, -0.5, -0.5], [-0.1, -0.5, -1.4], [0.1, -0.3, -0.5], [0.9, -0.5, 1.0], [0.4, 0.4, 0.1], [0.1, -0.2, 0.7], [0.7, -1.4, 0.3], [-2.3, 1.7, 0.7], [-0.5, 0.6, -1.2], [-0.1, -0.3, 0.0], [0.2, 0.0, -0.5], [-0.4, 0.0, 1.1], [0.3, 0.5, 0.1], [0.0, 0.6, -0.5], [-0.3, -0.1, 0.0], [-0.3, -0.2, 0.4], [0.6, -0.5, -0.4], [0.4, 0.2, 0.0], [-0.6, -1.3, -0.4], [0.7, 0.1, 1.9], [-1.6, -1.3, -1.8], [1.1, 0.2, 1.1], [-1.5, 1.7, 1.5], [1.4, 0.0, -0.9], [1.5, 1.2, -1.3], [0.3, -1.2, 1.2], [-0.4, 0.3, -0.3], [0.4, 0.1, 0.0], [-0.3, 0.0, -0.4], [-0.1, 0.4, -0.1], [-0.2, -0.1, 0.4], [-0.3, -0.8, 0.3], [-0.3, -0.2, 0.0], [-0.3, 0.1, -0.6], [0.3, 0.7, -0.5], [0.6, -1.4, -0.3], [0.3, 0.4, -0.4], [0.4, -2.6, 0.0], [-2.0, 1.5, -1.4], [0.1, 0.3, 0.6], [-0.6, -0.1, 1.1], [0.8, 1.2, 1.7], [-0.5, 0.6, 0.6], [0.9, 0.8, -0.6], [-0.5, 0.0, 0.8], [0.2, -0.4, -0.6], [0.4, -0.8, -0.8], [-0.5, 0.7, -0.6], [-0.2, -0.2, 0.2], [0.0, 0.1, 0.2], [-0.1, -0.1, -0.4], [0.6, -0.1, -0.1], [-0.3, 1.1, 1.5], [-1.7, 0.6, -3.4], [-0.7, 0.7, 1.0], [1.8, -1.4, -1.9], [-1.0, -2.7, 1.2], [0.5, 1.1, 0.5], [1.3, 2.4, 1.4], [-0.1, -1.2, -0.7], [0.1, -0.3, 0.3], [-0.1, -0.1, 0.5], [-0.2, -0.2, -0.8], [0.1, -0.1, 0.0], [-0.2, -0.5, -0.2], [0.0, 0.0, 0.2], [0.0, -0.1, 0.0], [0.9, 0.5, 0.7], [-0.4, 0.1, -0.3], [-0.4, -2.6, 1.5], [0.4, 1.4, -1.1], [-1.2, -0.4, -2.3], [2.6, 1.6, 2.7], [0.4, -2.9, -0.5], [-0.9, 1.0, 0.0], [-1.3, 1.2, 0.4], [0.4, 0.2, -0.2], [0.5, 1.0, -0.4], [-0.7, 0.6, 0.0], [0.5, 0.1, -0.2], [0.1, -0.3, 0.1], [0.1, 0.2, -0.2], [0.1, -0.6, 0.3], [-0.5, -0.5, -0.3], [-0.4, 0.5, 0.3], [0.3, -0.5, -0.1], [-0.3, -1.5, -0.3], [0.7, 0.8, 0.1], [0.5, -0.5, -2.2], [1.3, 0.0, 1.3], [0.5, -1.2, 0.2], [0.6, 1.2, 0.0], [-2.5, 0.6, -0.8], [1.2, 0.2, 1.9], [0.2, 1.2, -0.1], [-0.3, 0.2, 0.5], [-0.2, 0.4, 0.3], [-0.8, 0.1, 0.4], [0.0, 0.0, 0.3], [-0.3, -0.8, -0.6], [-0.5, -0.5, 0.1], [0.0, 0.3, -0.9], [-0.2, -0.2, -0.1], [0.6, -0.9, -1.2], [-0.8, 2.5, 1.7], [0.1, -0.9, -0.3], [0.0, 0.3, 0.1], [0.1, -0.8, -0.2], [0.0, -0.2, -0.1], [0.0, 0.3, -0.8], [-0.5, -0.3, 0.7], [0.1, -0.3, 0.2], [0.5, 0.0, -0.1], [0.0, 0.3, 0.1], [0.0, 0.0, 0.0], [1.9, -0.9, 1.0], [-1.2, 0.7, -0.3], [0.4, -0.3, -1.0], [-1.0, 0.3, 0.1], [-0.1, 0.4, 0.3], [0.0, -0.2, -0.1], [0.9, 0.5, -0.7], [-0.6, -0.9, 0.6], [-0.4, 0.0, 0.0], [0.3, 0.0, -0.1], [0.3, 0.6, 0.0], [-0.5, -0.4, 0.2]], "mulliken_charge": [-0.66, -0.31, 0.93, -0.66, -0.19, -0.68, -0.31, -0.75, 0.34, 0.24, 0.25, 0.27, 0.31, 0.29, 0.29, 0.31, 0.33, -0.57, -0.27, 1.01, -0.63, -0.34, -0.62, -0.33, -0.60, 0.23, 0.24, 0.29, 0.26, 0.23, 0.32, 0.26, 0.30, 0.21, -0.62, -0.32, 0.99, -0.67, -0.20, -0.77, -0.28, -0.65, 0.24, 0.27, 0.29, 0.28, 0.35, 0.26, 0.25, 0.28, 0.30, -0.64, -0.14, 0.87, -0.67, -0.30, -0.68, -0.33, -0.61, 0.26, 0.35, 0.27, 0.34, 0.27, 0.24, 0.24, 0.24, 0.29, -0.61, -0.34, 1.09, -0.71, -0.34, -0.65, -0.25, -0.67, 0.31, 0.25, 0.24, 0.31, 0.24, 0.26, 0.29, 0.32, 0.24, -0.71, -0.32, 0.96, -0.68, -0.25, -0.64, -0.26, -0.72, 0.31, 0.31, 0.28, 0.24, 0.28, 0.31, 0.25, 0.27, 0.37, -0.75, -0.33, 0.99, -0.66, -0.20, -0.75, -0.33, -0.82, 0.33, 0.32, 0.28, 0.31, 0.27, 0.35, 0.36, 0.32, 0.32, -0.39, -0.52, 0.20, 0.24, 0.16, 0.31, -0.44, -0.54, 0.28, 0.22, 0.19, 0.30, -0.49, -0.51, 0.22, 0.27, 0.22, 0.30, -0.54, -0.46, 0.22, 0.25, 0.23, 0.31]}